Record 1
Molecular formula: C5H7NO
Method: DFT, the ωB97M-V functional and the def2-TZVPD basis

Structure (XYZ):
```
14
Properties=species:S:1:pos:R:3:forces:R:3:nbo_charge:R:1
O 4.375255 -1.947608 2.728481 0.95 -0.66 1.16 -0.547
C 3.760693 -1.446214 1.882150 -0.75 0.59 -0.79 0.857
N 3.101366 -1.000462 1.013508 0.47 -0.50 -0.09 -0.550
C 2.398671 -0.137723 0.165141 -1.95 -0.07 2.06 -0.087
C 2.546038 1.301623 0.262747 -0.35 -0.61 -0.01 -0.186
C 1.463749 0.883820 0.834627 1.64 0.44 -0.83 -0.144
H 1.886118 -0.670159 -0.568277 -0.05 -0.69 -1.81 0.201
H 3.365803 1.900046 0.043686 0.74 1.57 -0.23 0.226
H 0.635697 1.155394 1.426152 -0.70 -0.07 0.55 0.231
C -1.579490 -0.833823 -0.046845 0.05 -0.17 -1.07 -0.868
H -1.262066 -1.517869 0.735152 0.98 0.25 -0.06 0.220
H -2.374868 -1.449048 -0.528300 0.24 1.16 0.02 0.221
H -1.880033 0.095956 0.409582 -0.92 0.03 0.28 0.212
H -0.840366 -0.442847 -0.804604 -0.34 -1.27 0.81 0.216
```
Positions in Å, forces in eV/Å.

As for the relative energy (zero: lowest compared OMol25 entry of this formula, charge and spin): 83.00 kcal per mole. The calculation puts the largest force on an atom at 0.0553 Eh/bohr. The highest occupied orbital energy comes out at -0.350 Ha. As for the SMILES: O=C=NC1C=C1.C. The value obtained for the frontier orbital gap is 10.36 eV. As for the multiplicity: 1. The LUMO energy comes out at 0.03059 Eh.

=====

Record 2
Molecular formula: C4H3FN2S
Method: DFT, the ωB97M-V functional and the def2-TZVPD basis

Structure (XYZ):
```
11
Properties=species:S:1:pos:R:3:forces:R:3:nbo_charge:R:1
C -0.318224 -1.084390 0.663122 -0.88 -0.48 -4.04 -0.271
C 0.024280 0.047630 -0.064450 1.33 -0.13 1.82 -0.278
C 1.214761 0.917463 -0.128300 2.50 2.21 0.27 -0.038
C -0.780621 0.793236 -0.977484 -0.40 -0.77 -0.32 0.580
H 1.192055 -0.436938 2.613946 -1.04 -3.52 -1.91 0.175
H -1.097083 -1.830024 0.186482 0.90 2.00 1.01 0.256
H 2.298155 1.042468 0.325672 -2.59 -1.21 -0.54 0.233
N 1.004654 1.908979 -0.981767 1.55 -1.23 1.57 -0.230
N -0.252980 1.836239 -1.503597 -2.15 -0.80 -0.32 -0.317
F -1.962607 0.264972 -1.195391 -1.17 0.59 -0.86 -0.298
S 0.572965 -1.963776 1.754540 1.94 3.33 3.33 0.188
```
Positions in Å, forces in eV/Å.

As for the relative energy (zero: lowest compared OMol25 entry of this formula, charge and spin): 109.68 kcal per mole. The calculation puts the largest force on an atom at 0.0991 Eh/bohr. The highest occupied orbital energy comes out at -0.352 Ha. The value obtained for the frontier orbital gap is 7.57 eV. As for the multiplicity: 1. The LUMO energy comes out at -0.07356 Eh.

=====

Record 3
Molecular formula: C2H3N2O4
Method: DFT, the ωB97M-V functional and the def2-TZVPD basis

Structure (XYZ):
```
11
Properties=species:S:1:pos:R:3:forces:R:3:nbo_charge:R:1
C 2.668397 -0.132276 0.244421 -2.88 0.00 -1.86 0.767
C 1.358087 0.029844 -0.346517 0.47 -0.65 -0.51 -0.194
N -2.527427 0.930932 -0.004053 -1.80 1.93 -0.37 -0.099
N -1.395593 0.514390 0.241528 0.10 2.96 -0.57 0.036
O 2.739625 0.071281 -1.054488 1.01 0.06 -0.14 -0.515
O 3.311001 -0.183374 1.209571 2.36 -0.40 2.03 -0.564
O -1.134369 -0.677849 0.357701 0.18 -4.02 0.79 -0.678
O -3.627617 -0.053906 -0.070356 1.57 -0.42 0.61 -0.678
H 0.706945 -0.768195 -0.740515 0.41 0.77 0.63 0.259
H 1.045168 1.044093 -0.222631 -1.03 0.19 -0.23 0.215
H -3.144215 -0.774936 0.385334 -0.38 -0.42 -0.37 0.452
```
Positions in Å, forces in eV/Å.

As for the relative energy (zero: lowest compared OMol25 entry of this formula, charge and spin): 66.74 kcal per mole. Its net charge is -1. The calculation puts the largest force on an atom at 0.0797 Eh/bohr. The highest occupied orbital energy comes out at -0.143 Ha. The value obtained for the frontier orbital gap is 7.46 eV. As for the multiplicity: 1. The LUMO energy comes out at 0.13091 Eh.

=====

Record 4
Molecular formula: C16H13AsIO7RhS
Method: DFT, the ωB97M-V functional and the def2-TZVPD basis

Structure (XYZ):
```
40
Properties=species:S:1:pos:R:3:forces:R:3:nbo_charge:R:1
Rh 0.284037 -0.184932 -0.361509 0.47 0.76 0.16 1.414
O 1.690278 4.275702 -0.836523 -0.01 -0.16 -0.05 -1.024
As 0.443142 3.026542 -0.872053 0.25 0.01 -0.18 2.432
O -0.010891 2.852536 -2.439011 0.02 -0.01 0.24 -1.167
O 1.262369 1.638487 -0.269030 -0.16 0.14 0.04 -1.138
C -0.662086 3.799430 0.518536 -0.09 -0.18 0.16 -0.426
C -0.536238 5.157926 0.776813 -0.01 -0.12 0.01 -0.174
C -1.266717 5.734587 1.808304 0.00 0.06 0.02 -0.193
C -2.109917 4.967148 2.593834 -0.02 0.06 0.05 -0.188
C -2.248219 3.609719 2.347703 0.07 -0.06 -0.12 -0.206
C -1.526873 3.038807 1.312648 0.06 0.19 -0.08 -0.245
S -1.772521 1.334629 0.941123 -0.07 -0.20 -0.13 2.384
O -0.661314 0.558663 1.549641 -0.10 -0.03 0.02 -0.973
O -3.081037 0.944894 1.363814 0.02 0.13 0.07 -0.924
O -1.536253 1.303489 -0.534848 -0.07 -0.26 0.06 -1.011
H 2.054856 4.308674 -1.730281 0.03 0.09 0.00 0.498
H 0.138398 5.751192 0.178519 0.00 0.04 0.01 0.247
H -1.173025 6.795756 1.998924 0.01 -0.01 -0.01 0.222
H -2.673474 5.428076 3.394550 0.01 -0.01 -0.01 0.223
H -2.921080 2.993681 2.928510 -0.01 0.01 -0.01 0.247
I -1.888462 -1.650460 -1.414591 -0.21 -0.28 -0.07 0.347
C -0.877978 -3.433918 -1.013446 -0.09 0.18 -0.05 -0.115
C -1.507527 -4.620582 -1.234712 0.08 -0.16 0.03 -0.237
C -0.822511 -5.823364 -0.951915 -0.10 0.04 -0.04 -0.200
C 0.454088 -5.788162 -0.475613 0.05 0.00 0.02 -0.197
C 1.115847 -4.555710 -0.255576 0.03 0.01 0.01 0.031
C 2.452316 -4.510540 0.215398 -0.02 -0.07 -0.01 -0.177
C 3.093031 -3.322867 0.403244 0.05 0.07 0.00 -0.212
C 2.421892 -2.108243 0.136707 0.04 0.02 0.04 -0.229
C 1.118333 -2.105825 -0.286955 -0.32 -0.12 -0.05 -0.268
C 0.440809 -3.335323 -0.515942 0.15 -0.13 0.00 -0.168
H -2.517755 -4.646581 -1.620141 0.01 -0.02 0.01 0.229
H -1.320214 -6.769134 -1.120186 0.00 0.01 0.00 0.223
H 0.984339 -6.708023 -0.259878 0.00 0.01 0.00 0.217
H 2.963188 -5.445135 0.414084 -0.01 0.00 0.00 0.214
H 4.116569 -3.303165 0.754076 0.00 0.01 0.00 0.222
H 2.955945 -1.173982 0.283184 0.01 -0.01 0.02 0.225
O 1.032232 0.236348 -2.563299 -0.20 0.13 -0.12 -0.932
H 1.742011 0.848286 -2.305650 -0.03 -0.20 -0.05 0.500
H 0.350413 0.881389 -2.858434 0.17 0.06 0.04 0.527
```
Positions in Å, forces in eV/Å.

As for the relative energy (zero: lowest compared OMol25 entry of this formula, charge and spin): 3.15 kcal per mole. The calculation puts the largest force on an atom at 0.0176 Eh/bohr. The highest occupied orbital energy (alpha / beta) comes out at -0.314 / -0.327 Ha. The value obtained for the frontier orbital gap (alpha / beta) is 8.48 / 6.33 eV. As for the multiplicity: 5. The LUMO energy (alpha / beta) comes out at -0.00270 / -0.09378 Eh.

=====

| no. | E (a.u.) |
| --- | --- |
| 1 | -324.5922 |
| 2 | -761.6183 |
| 3 | -488.3707 |
| 4 | -4186.3032 |